No. 1
A structure of composition C23H43N2O2P2Sn in a non-equilibrium geometry. Source: the OMol25 dataset; level of theory: ωB97M-V/def2-TZVPD.

```
73
Properties=species:S:1:pos:R:3:forces:R:3:mulliken_charge:R:1
C -0.7704 0.8979 -4.2700 -0.3 -0.3 0.2 -0.833
C -0.7269 0.3428 -2.9890 0.4 0.2 -0.1 0.543
N 0.1861 0.7798 -2.1040 -0.7 0.2 0.8 0.192
C 0.9114 1.8775 -2.3374 -0.2 0.1 -0.6 0.448
C 0.8690 2.5008 -3.5877 0.1 -0.1 0.4 -0.887
C 0.0456 1.9758 -4.5784 0.2 0.0 0.1 -0.558
C -1.6803 -0.7792 -2.6168 -0.2 -0.5 -0.2 -0.961
P -2.1523 -0.9101 -0.8512 0.2 0.1 0.5 0.871
Sn -0.1160 0.1008 0.4086 -0.5 -0.1 1.1 0.403
P 2.0771 1.4024 0.2034 -0.1 0.0 0.1 0.972
C 1.7149 2.5166 -1.2062 0.4 0.2 0.2 -1.311
O -0.6608 -3.3963 -3.1939 0.8 -0.5 0.1 -0.723
O 0.5142 -3.8630 -0.8010 0.6 0.5 1.2 -0.746
H -1.4595 0.4560 -4.9844 0.1 0.3 0.0 0.507
H 1.4854 3.3790 -3.7371 -0.1 0.0 -0.2 0.510
H 0.0430 2.4047 -5.5786 -0.1 0.0 0.2 0.415
C -3.5877 0.1590 -0.5873 -0.4 0.0 -0.1 -1.448
C -2.6742 -2.5893 -0.4264 -0.4 -0.4 -0.4 -1.120
H 2.6769 2.8870 -1.5849 -0.2 0.0 0.0 0.604
H 1.1824 3.3904 -0.7953 0.0 -0.3 -0.2 0.414
H -1.2544 -1.7781 -2.9262 -0.3 0.8 0.3 0.301
H -2.6204 -0.6635 -3.1752 0.3 0.0 -0.1 0.571
C 2.4611 2.2994 1.7330 0.3 0.5 -0.1 -1.095
C 3.5876 0.5414 -0.3001 0.2 -0.2 0.1 -1.411
H 0.8217 -2.9518 -0.5220 -0.4 -1.2 -0.3 0.191
H 0.6398 -4.4444 -0.0178 -0.1 0.6 -0.8 0.329
H -0.2549 -3.6980 -2.3405 -0.2 0.1 -0.8 0.403
H 0.0651 -3.4037 -3.8420 -0.4 -0.2 0.3 0.308
H -1.1540 1.5252 0.1825 0.6 -0.2 0.1 0.032
H 0.7494 -1.3338 -0.2148 -0.1 0.7 0.0 -0.258
H -4.4543 -0.2244 -1.1441 0.2 0.2 0.1 0.446
H -3.8381 0.1982 0.4831 0.1 -0.1 -0.3 0.378
H -3.3678 1.1796 -0.9177 0.0 -0.2 0.0 0.349
H -3.5294 -2.8791 -1.0536 0.2 -0.1 0.2 0.466
H -1.8561 -3.3097 -0.5729 -0.2 0.3 0.0 0.223
H -2.9896 -2.6218 0.6275 0.1 0.2 -0.3 0.382
H 4.4147 1.2646 -0.3613 -0.2 -0.2 0.0 0.433
H 3.8461 -0.2366 0.4311 -0.1 0.2 -0.2 0.375
H 3.4421 0.0696 -1.2801 0.0 0.1 0.2 0.382
H 3.3450 2.9357 1.5857 -0.2 -0.1 0.1 0.486
H 1.6093 2.9123 2.0585 0.2 -0.2 -0.1 0.261
H 2.6703 1.5765 2.5367 -0.1 0.1 -0.4 0.312
C -0.7507 1.7559 7.2484 0.0 -0.1 0.1 -1.732
C -0.7834 1.9364 5.7517 -0.1 0.3 -0.6 -0.117
C -1.1000 3.1783 5.1854 0.1 -0.3 0.0 -0.520
C -1.1322 3.3207 3.7908 0.0 -0.3 0.9 0.369
C -1.4677 4.6660 3.2141 0.0 0.1 -0.2 -1.854
C -0.8628 2.2265 2.9756 0.1 -0.3 -0.1 -0.103
C -0.5151 0.9405 3.4849 -0.3 1.1 0.7 1.364
C -0.5033 0.8553 4.9104 0.2 -0.3 -0.3 -0.601
N -0.1941 -0.1172 2.6400 0.2 -0.3 -1.8 0.460
C 0.1822 -1.4329 3.2148 -0.2 0.4 -0.1 1.663
C 1.4741 -1.3105 4.0345 0.2 -0.1 0.2 -1.564
C -0.9864 -2.0384 3.9986 -0.1 -0.2 0.2 -1.479
C 0.4832 -2.4163 2.0914 0.4 -0.4 0.1 -2.231
H -0.0177 2.4240 7.7179 -0.1 -0.1 -0.1 0.344
H -1.7260 1.9860 7.6957 0.2 0.0 -0.1 0.344
H -0.4903 0.7246 7.5182 -0.1 0.2 -0.1 0.361
H -1.3274 4.0293 5.8374 0.1 -0.3 -0.3 0.395
H -2.4665 4.9933 3.5242 0.2 0.0 0.0 0.415
H -0.7513 5.4262 3.5447 -0.1 -0.1 0.0 0.377
H -1.4463 4.6252 2.1241 0.0 0.1 0.0 0.288
H -0.9547 2.3853 1.9041 0.1 -0.1 0.3 0.042
H -0.2503 -0.0949 5.3797 -0.2 0.6 0.0 0.308
H 1.4262 -0.5489 4.8173 0.1 -0.3 -0.2 0.387
H 1.6824 -2.2798 4.5102 0.2 0.3 -0.1 0.470
H 2.3111 -1.0368 3.3720 -0.2 -0.2 0.1 0.234
H -1.8049 -2.2787 3.3042 0.2 0.0 0.2 0.253
H -0.6511 -2.9576 4.4985 -0.2 0.1 -0.1 0.449
H -1.3893 -1.3639 4.7550 0.0 -0.3 -0.2 0.343
H -0.3684 -2.5602 1.4085 0.2 0.2 0.2 0.343
H 1.3803 -2.1120 1.5315 -0.3 -0.1 0.2 0.303
H 0.7062 -3.4017 2.5132 -0.1 0.1 0.1 0.537
```
Forces are in eV/Å.

Output
E_HOMO: -9.40 eV
net charge: +1



No. 2
A structure of composition C23H43N2O2P3Y in a non-equilibrium geometry. Source: the OMol25 dataset; level of theory: ωB97M-V/def2-TZVPD.

```
74
Properties=species:S:1:pos:R:3:forces:R:3:mulliken_charge:R:1
Y 0.2181 0.5929 0.4154 1.3 0.6 0.0 -0.482
P 0.3935 -0.0550 -2.2779 0.1 -0.5 -1.9 0.941
P -0.9700 3.0254 -0.1994 -0.6 1.8 -0.4 1.093
P 1.0711 -1.9175 1.2021 0.3 -2.3 0.8 1.289
H -2.6614 0.9763 1.6408 0.5 0.0 0.0 0.365
C -1.8474 0.3948 2.0947 0.6 0.8 1.8 -0.706
C -0.8772 0.9842 2.8818 -2.0 -0.9 -0.1 -0.373
H -0.8821 2.0577 3.1071 0.0 -0.2 -0.5 0.420
C -1.1304 -0.8420 -2.9068 -0.2 0.0 0.3 -0.738
C 0.6724 1.3502 -3.4314 0.1 0.3 0.3 -1.177
C 1.7378 -1.2161 -2.7518 0.2 -0.1 0.4 -1.151
C -1.6110 4.0547 1.1692 0.0 -0.4 0.3 -1.320
C 0.0528 4.3155 -0.9948 0.3 -0.3 -0.2 -1.204
C -2.4337 2.9461 -1.2851 0.0 -0.4 0.0 -1.149
C 0.8746 -2.3767 2.9766 -0.1 0.5 0.1 -1.356
C 2.7906 -2.4462 0.9002 0.3 0.4 -0.2 -1.359
C 0.0630 -3.2469 0.4384 -0.1 0.3 -0.3 -1.509
H -2.0244 -0.6907 2.0877 0.4 0.2 -0.1 0.408
H -0.1979 0.4047 3.5239 -0.2 0.0 -0.5 0.287
H -1.0886 -1.0026 -3.9902 0.2 0.1 0.2 0.572
H -1.9893 -0.1931 -2.6923 0.1 -0.1 -0.1 0.342
H -1.3003 -1.8053 -2.4076 0.1 0.3 0.0 -0.113
H 0.8103 1.0123 -4.4684 -0.1 -0.1 0.4 0.491
H 1.5819 1.8908 -3.1274 -0.3 -0.1 -0.1 0.356
H -0.1776 2.0481 -3.4053 0.3 -0.2 0.0 0.306
H 1.7921 -1.3666 -3.8396 -0.2 0.1 0.3 0.504
H 1.5903 -2.1945 -2.2717 0.0 0.3 -0.1 0.269
H 2.7041 -0.8050 -2.4203 -0.2 -0.2 -0.1 0.336
H -2.2944 4.7904 0.7228 0.2 -0.1 0.3 0.478
H -0.7749 4.5639 1.6676 -0.2 -0.1 0.0 0.351
H -2.1504 3.4370 1.8964 -0.1 0.3 -0.1 0.395
H -0.6172 5.1279 -1.3136 0.3 -0.2 0.1 0.453
H 0.5966 3.9128 -1.8582 -0.1 0.3 0.1 0.280
H 0.7700 4.6986 -0.2554 -0.2 0.0 -0.2 0.338
H -2.8486 3.9596 -1.3503 0.0 -0.3 -0.1 0.482
H -3.1791 2.2702 -0.8459 0.0 0.2 -0.2 0.391
H -2.1634 2.5801 -2.2838 -0.2 0.1 0.2 0.328
H 0.9370 -3.4714 3.0947 0.0 0.5 -0.1 0.439
H -0.0995 -2.0248 3.3482 0.3 -0.3 0.0 0.368
H 1.6702 -1.9021 3.5700 -0.3 -0.2 -0.1 0.422
H 2.9520 -3.4802 1.2307 -0.2 0.2 -0.1 0.438
H 3.4662 -1.7879 1.4587 0.0 -0.2 -0.1 0.449
H 3.0375 -2.3636 -0.1635 0.0 -0.1 0.1 0.288
H 0.3410 -4.2252 0.8569 0.0 0.3 -0.1 0.545
H 0.1748 -3.2756 -0.6532 -0.1 -0.1 0.2 0.503
H -1.0000 -3.0655 0.6489 0.2 -0.1 0.0 0.360
C -2.8818 -4.6727 -1.6997 -1.0 -0.6 0.1 0.652
C -3.9678 -5.1393 -2.4749 0.4 0.4 0.7 -0.825
C -5.0470 -5.7119 -1.7926 0.1 -0.2 0.3 -0.347
C -5.0326 -5.8349 -0.3950 0.0 0.2 0.0 -0.529
C -3.8776 -5.4969 0.3160 -0.1 -0.5 -0.3 -0.528
C -2.7507 -5.0494 -0.3660 -0.4 0.5 0.0 -0.306
O -1.9654 -3.7310 -2.1159 0.6 0.0 -1.2 -0.415
H -2.1043 -3.4868 -3.0508 -0.1 -0.6 0.4 0.294
H -3.9706 -5.0504 -3.5613 -0.1 0.2 0.3 0.401
H -5.9293 -6.0563 -2.3379 0.4 0.1 0.1 0.376
H -5.9128 -6.2008 0.1452 0.4 0.1 -0.3 0.381
H -3.8408 -5.5745 1.4017 0.0 -0.3 -0.3 0.388
H -1.7952 -4.9133 0.1317 -0.3 0.2 0.0 0.410
N 3.9551 5.5311 3.1596 -0.4 -0.7 -0.1 -0.368
C 2.8655 4.8392 2.7146 -0.1 1.7 1.1 0.506
O 1.7095 5.2446 2.8638 1.2 -1.2 -0.5 -0.581
C 3.1991 3.5911 1.9585 -0.8 -0.5 -0.6 0.118
C 4.4566 3.3437 1.3931 -0.7 -0.3 0.0 -0.465
C 4.6173 2.2227 0.5789 -0.1 -0.3 -0.1 -1.029
C 3.5274 1.3888 0.3215 -0.1 0.5 0.3 -0.319
N 2.2939 1.6433 0.8401 0.3 0.3 0.6 0.088
C 2.1451 2.7090 1.6842 0.6 -0.5 -0.6 0.167
H 3.8058 6.3016 3.7878 -0.2 0.3 0.0 0.281
H 4.8821 5.1288 3.1814 -0.3 0.1 0.1 0.162
H 5.2780 4.0285 1.5867 -0.1 -0.2 -0.3 0.403
H 5.5867 1.9986 0.1392 -0.2 0.0 0.1 0.459
H 3.6257 0.4906 -0.2962 0.0 0.4 0.1 0.456
H 1.1491 2.8173 2.1471 0.6 0.4 -0.2 0.522
```
Forces are in eV/Å.

Output
ΔE to the lowest compared entry with this formula, charge and spin: 8.1 kJ/mol
E_HOMO: -14.36 eV
net charge: +3



No. 3
A cluster of 3 separate species, C23H44F3N6O3 in total in a non-equilibrium geometry. Source: the OMol25 dataset; level of theory: ωB97M-V/def2-TZVPD.

```
79
Properties=species:S:1:pos:R:3:forces:R:3:lowdin_spin:R:1
N -0.9231 0.6483 -5.7058 -0.4 0.2 -1.0 0.000
C -1.1629 1.5730 -4.7533 2.2 -2.1 0.8 0.000
N -0.3806 1.6419 -3.6595 -0.5 0.4 -0.9 0.000
C -0.8794 2.6599 -2.9803 2.9 -0.7 1.6 0.000
C -0.2413 2.9941 -1.6580 -1.5 0.3 -0.3 0.000
C -0.3994 1.7474 -0.7603 0.8 0.3 0.4 0.000
O 0.2805 1.9550 0.4517 0.1 0.1 -0.2 0.000
C -1.8689 1.4782 -0.4076 1.1 -0.5 0.0 0.000
F -2.5434 0.9190 -1.4241 -0.2 0.2 -0.7 0.000
F -1.9036 0.6258 0.5863 -0.3 -0.5 0.8 0.000
F -2.5023 2.5835 -0.0597 -0.5 0.7 0.2 0.000
N -1.9010 3.1987 -3.5795 -0.9 1.0 0.3 0.000
N -2.0778 2.5031 -4.7167 -1.8 0.7 -1.1 0.000
H -1.5553 -0.0820 -5.9895 -0.2 0.3 0.0 0.000
H -0.0010 0.6464 -6.1120 0.0 -0.3 0.3 0.000
H 0.8072 3.2650 -1.7696 0.0 -0.2 -0.2 0.000
H -0.7677 3.8534 -1.2300 0.2 -0.1 0.3 0.000
H 0.0377 0.8702 -1.2458 -0.5 0.0 -0.3 0.000
H 1.1057 1.4514 0.4167 0.0 0.2 0.4 0.000
H -2.4413 3.9871 -3.2479 -0.3 -0.1 -0.4 0.000
H -2.8020 2.6780 -5.4016 0.0 0.2 0.2 0.000
C -4.5779 -5.1037 0.1825 0.1 0.3 0.2 0.002
C -4.5720 -5.1682 -1.3696 -0.2 -1.0 1.9 0.026
C -3.2250 -5.7098 -1.8702 0.3 0.4 -0.3 0.015
C -2.0830 -4.7014 -1.7647 0.0 -0.1 0.0 0.001
C -2.4640 -3.3895 -2.4428 0.1 -0.5 -0.2 0.014
C -3.7841 -2.8153 -1.9225 0.6 1.5 1.3 0.027
N -4.8831 -3.8214 -1.9330 1.1 -0.9 -2.2 0.350
O -5.2866 -3.9654 -3.1557 -0.7 0.3 0.1 0.556
C -3.5652 -2.2701 -0.4987 0.0 -0.2 0.3 0.002
C -4.1564 -1.5818 -2.7503 -0.4 -0.2 -0.6 -0.001
C -5.6496 -6.1968 -1.7245 -0.3 0.3 -0.6 -0.001
H -3.5764 -5.1718 0.6109 0.0 0.1 0.0 0.000
H -5.0426 -4.1898 0.5514 0.0 0.0 -0.1 0.001
H -5.1604 -5.9153 0.6170 0.1 -0.1 -0.2 0.000
H -3.3217 -6.0112 -2.9182 -0.1 0.1 0.0 0.003
H -2.9677 -6.6133 -1.3140 -0.2 0.0 0.1 0.001
H -1.8121 -4.5371 -0.7180 0.0 0.1 0.0 0.000
H -1.1943 -5.1167 -2.2457 0.0 0.0 0.0 0.001
H -1.6616 -2.6597 -2.2985 -0.2 0.1 0.1 0.001
H -2.5322 -3.5580 -3.5232 -0.2 0.0 0.0 0.003
H -4.5050 -1.9266 -0.0627 0.0 0.0 0.0 0.001
H -2.8868 -1.4210 -0.5219 0.0 0.0 -0.2 0.000
H -3.1187 -2.9949 0.1789 -0.1 0.0 0.0 0.000
H -4.2229 -1.8068 -3.8157 -0.2 -0.2 0.1 -0.001
H -3.4057 -0.8013 -2.6429 0.1 -0.2 0.2 0.000
H -5.1121 -1.1637 -2.4290 0.0 -0.1 0.0 0.000
H -6.6378 -5.8530 -1.4139 0.0 0.0 0.0 0.000
H -5.4419 -7.1375 -1.2150 0.1 0.1 0.1 0.000
H -5.6805 -6.4143 -2.7913 0.0 0.2 0.0 -0.001
C 6.6429 1.9068 3.5774 0.0 -0.1 0.3 0.002
C 5.6276 2.4657 2.5439 2.0 -0.4 0.5 0.027
C 5.5602 3.9963 2.6450 -0.5 0.2 0.1 0.015
C 4.8044 4.4955 3.8733 0.1 0.0 -0.1 0.001
C 3.4239 3.8534 3.9513 0.3 0.4 -0.4 0.015
C 3.4762 2.3247 3.8975 -0.3 -0.6 2.0 0.028
N 4.2936 1.8264 2.7488 -0.9 2.2 -1.2 0.369
O 3.5994 1.9622 1.6647 -0.2 -0.8 -0.4 0.534
C 4.0381 1.7920 5.2310 0.4 0.0 0.1 0.002
C 2.0479 1.7768 3.8455 -0.1 -0.1 -0.7 -0.001
C 6.2240 2.1142 1.1776 -0.6 -0.1 -0.4 -0.001
H 6.8975 2.6319 4.3516 -0.1 0.0 0.0 0.000
H 6.2740 1.0056 4.0660 -0.1 0.1 0.0 0.001
H 7.5789 1.6120 3.1038 0.0 0.2 -0.1 0.000
H 5.0695 4.3978 1.7520 0.0 -0.1 0.0 0.003
H 6.5730 4.4046 2.6479 0.1 -0.2 0.0 0.001
H 5.3791 4.2990 4.7824 0.0 0.0 0.0 0.000
H 4.6992 5.5810 3.8105 0.0 0.0 0.0 0.001
H 2.9277 4.1720 4.8706 -0.1 -0.2 0.0 0.001
H 2.8107 4.2332 3.1271 0.0 -0.1 -0.1 0.003
H 4.1659 0.7088 5.1965 0.0 0.0 0.0 0.001
H 3.3480 2.0138 6.0450 -0.1 0.0 -0.1 0.000
H 4.9894 2.2398 5.5111 0.0 -0.1 -0.1 0.000
H 1.4785 2.1768 3.0064 0.1 0.0 -0.1 -0.001
H 1.5084 2.0519 4.7515 0.2 0.0 0.1 0.000
H 2.0452 0.6875 3.7742 0.0 0.0 0.0 0.000
H 6.2740 1.0328 1.0374 0.0 0.0 0.0 0.000
H 7.2354 2.5128 1.1043 0.0 0.0 0.2 0.000
H 5.6543 2.5427 0.3534 -0.1 -0.1 0.1 -0.001
```
Forces are in eV/Å.

Output
2S+1: 3
E_HOMO (alpha / beta): -10.31 / -11.12 eV
<S²>: 2.01
net charge: +1